Computed, not measured: a structure of composition C4H9N6, with ωB97M-V/def2-TZVPD.

Summary:
Multiplicity ... 1
Net charge ... +1
HOMO level (alpha / beta) ... -0.48458 / -0.48456 Eh
Molar mass ... 141.2 Da
LUMO (alpha / beta) ... -0.1783 / -0.1783 Ha
Frontier orbital gap (alpha / beta) ... 8.335 / 8.334 eV
ΔE to the lowest compared entry with this formula, charge and spin ... 85.5 kJ/mol

```
19
Properties=species:S:1:pos:R:3:forces:R:3:mulliken_charge:R:1
C -2.2233 -0.9939 -0.0032 0.9 -2.3 0.6 -0.15
C -3.4562 -0.5520 -0.5017 2.0 0.0 0.5 -0.56
C -1.5349 0.1725 0.3422 -1.5 -1.9 -2.3 0.36
C 2.1681 0.1018 -0.1433 4.8 -0.3 0.0 0.65
N -3.4662 0.7615 -0.5043 -1.6 1.3 -0.5 -0.76
N -2.3216 1.1692 -0.0932 1.2 1.3 0.7 0.35
N 3.1642 -0.5770 -0.7534 1.6 -0.7 -1.0 -0.45
N 2.4884 1.0353 0.6984 -1.2 1.3 0.8 -0.28
N -0.3136 0.3387 0.8286 2.5 0.5 0.6 -0.38
N 0.9639 -0.2503 -0.3722 -4.9 -1.2 1.1 -0.27
H -1.7327 -2.0447 0.0857 -1.4 2.0 -0.1 0.24
H -4.3119 -1.0158 -0.8445 -1.3 -1.3 -0.6 0.52
H -2.1185 2.1179 0.1636 -0.4 0.5 -0.3 0.27
H 4.2144 -0.3115 -0.6775 -2.9 -0.7 -0.2 0.25
H 2.8669 -1.3318 -1.4176 0.9 1.3 0.9 0.22
H 3.3702 1.4165 0.9336 0.9 0.0 -0.2 0.19
H 1.6833 1.4578 1.0990 -0.4 0.6 0.6 0.24
H -0.4047 -0.2329 1.6836 1.8 -0.6 -0.6 0.32
H 0.9641 -1.2612 -0.5241 -0.9 0.3 -0.2 0.22
```
Positions in Å, forces in eV/Å.

=====

Computed, not measured: a structure of composition C4H5NO2, with ωB97M-V/def2-TZVPD.

Summary:
Multiplicity ... 1
Net charge ... 0
HOMO level ... -0.30128 Eh
Molar mass ... 99.1 Da
LUMO ... -0.0073 Ha
Frontier orbital gap ... 7.999 eV
ΔE to the lowest compared entry with this formula, charge and spin ... 398.3 kJ/mol

```
12
Properties=species:S:1:pos:R:3:forces:R:3:mulliken_charge:R:1
C 1.4666 -0.8278 -0.0452 0.1 -1.9 0.7 -0.54
C 1.2412 0.5622 -0.1219 0.0 1.6 -0.3 -0.51
C 0.2405 -1.4768 -0.0652 -1.0 -1.2 0.2 -0.37
C -0.1101 0.7157 -0.2269 -0.4 1.7 0.8 0.70
N -0.6807 -0.4784 -0.2838 -5.0 -1.0 0.8 0.03
O -0.8907 1.8362 -0.0346 -0.6 -1.4 -1.2 -0.55
O -2.3621 -0.6318 0.0154 5.0 -1.2 -1.0 -0.40
H 2.3670 -1.4251 0.1468 -0.2 0.7 -0.4 0.34
H 1.8154 1.5061 -0.1019 0.4 -1.2 0.0 0.32
H -0.1609 -2.5282 0.0975 1.1 1.6 -0.5 0.34
H -0.3653 2.4743 0.4122 0.7 0.9 0.6 0.30
H -2.5608 0.2737 0.2078 0.0 1.4 0.2 0.32
```
Positions in Å, forces in eV/Å.

=====

Computed, not measured: a cluster of 3 separate species, C5H16N2O in total, with ωB97M-V/def2-TZVPD.

Summary:
Multiplicity ... 1
Net charge ... 0
HOMO level ... -0.28481 Eh
Molar mass ... 120.2 Da
LUMO ... -0.1228 Ha
Frontier orbital gap ... 4.408 eV
ΔE to the lowest compared entry with this formula, charge and spin ... 718.7 kJ/mol

```
24
Properties=species:S:1:pos:R:3:forces:R:3:mulliken_charge:R:1
C -0.5601 -1.4376 -2.1357 -0.2 0.6 -0.8 -1.64
C 0.0798 -0.7629 -0.9396 1.1 -0.6 -0.7 0.77
C -0.4076 -1.4000 0.3774 0.8 -0.4 1.2 -0.68
C -0.2407 -0.4992 1.5945 0.6 1.2 -0.2 -0.61
C -1.3508 0.5486 1.6795 0.1 -0.5 -0.8 -0.54
N -1.2924 1.4744 0.5858 1.2 0.6 0.3 -0.54
N 1.4617 -0.5269 -0.9632 -1.3 -0.7 1.4 -0.51
H -1.6537 -1.3252 -2.1016 0.3 -0.3 0.2 0.41
H -0.2651 -0.8702 -3.0282 0.1 -0.3 0.0 0.43
H -0.2961 -2.4851 -2.2758 0.0 0.0 0.2 0.37
H -0.3067 0.3010 -0.8613 -1.1 0.8 0.7 0.03
H -1.4085 -1.8249 0.2336 0.0 0.4 0.1 0.38
H 0.2656 -2.2363 0.5673 -0.1 -0.2 -0.3 0.33
H 0.6846 0.0809 1.4489 0.0 -0.4 0.2 0.32
H -0.1503 -1.0170 2.5513 -0.2 -0.3 -0.2 0.41
H -2.2483 0.0000 1.5682 -1.6 -0.6 0.5 0.40
H -1.3633 0.9892 2.6910 0.2 0.4 -0.3 0.35
H -2.2172 1.8753 0.4318 -0.1 -0.4 -0.3 0.19
H 3.4181 0.9516 -1.6451 0.1 0.0 0.0 -0.13
H 1.9719 -1.2982 -1.4020 -0.2 0.4 -1.1 0.24
H 3.9156 0.9481 -1.0957 0.1 0.0 0.0 0.12
H 1.5105 1.3657 -0.3544 0.5 -0.2 0.1 0.26
H 0.5121 2.2229 0.3798 0.4 0.0 0.1 0.38
O 1.4806 2.0888 0.2836 -0.6 0.4 0.0 -0.72
```
Positions in Å, forces in eV/Å.